Entry 1:
The following is a DFT calculation (ωB97M-V with the def2-TZVPD basis set) of C4H3O6Tl as an isolated structure.

Its spin multiplicity is 2. The calculation puts the gap between HOMO and LUMO (spin up / spin down) at 3.7 / 3.4 eV. The calculation puts the HOMO energy (spin up / spin down) at -11.42 / -11.36 eV. As for the total charge: +1.

Each line ends with the Mulliken spin population.
Atoms and positions in Å:
Tl 3.864 2.103 0.108  0.012
O 2.107 -1.016 -0.359  0.006
O -3.341 1.113 -1.369  0.094
O 2.292 1.011 0.617  0.009
O 3.834 0.304 -0.774  0.003
O -4.073 0.226 0.575  0.009
O -1.310 -0.341 0.197  0.082
C 2.736 0.121 -0.169  0.003
C 0.813 -1.161 0.239  0.122
C -3.200 0.431 -0.396  0.058
C -0.214 -0.266 -0.434  0.586
H 0.875 -0.981 1.322  0.015
H 0.532 -2.211 0.069  -0.001
H -4.915 0.666 0.374  0.003

Entry 2:
The following is a DFT calculation (ωB97M-V with the def2-TZVPD basis set) of one molecule with the formula C4H3PS.

The SMILES is C1=C2S[C@H]3C[P@@]=123. The energy above the lowest of the compared OMol25 structures with the same formula, charge and spin is 0.972 eV. The calculation puts the gap between HOMO and LUMO at 8.6 eV. The calculation puts the HOMO energy at -8.70 eV. As for the total charge: 0.

Each line ends with the natural charge from an NBO analysis.
Atoms and positions in Å:
S 1.266 1.585 0.100  0.283
P 0.207 -1.303 0.469  0.833
C 1.738 -1.245 -0.589  -0.394
C -1.017 -0.187 -0.378  -0.722
C -0.279 0.528 0.699  -0.507
C 1.737 -0.009 -0.345  -0.243
H -0.740 0.919 1.590  0.244
H -2.055 -0.384 -0.136  0.252
H -0.857 0.097 -1.410  0.256

Entry 3:
The following is a DFT calculation (ωB97M-V with the def2-TZVPD basis set) of a 2-piece molecular cluster, C4H4 overall.

The energy above the lowest of the compared OMol25 structures with the same formula, charge and spin is 4.253 eV. The calculation puts the gap between HOMO and LUMO at 9.8 eV. The calculation puts the HOMO energy at -10.08 eV. As for the total charge: 0.

Each line ends with the natural charge from an NBO analysis.
Atoms and positions in Å:
C 0.944 0.020 0.074  -0.497
C -0.328 0.775 -0.050  -0.382
C -0.340 -0.686 -0.023  -0.297
C 2.194 -0.090 0.079  0.234
H -0.415 1.425 0.907  0.263
H -0.458 1.240 -1.151  0.244
H -1.029 -1.432 1.057  0.203
H -0.568 -1.251 -0.894  0.231

Entry 4:
The following is a DFT calculation (ωB97M-V with the def2-TZVPD basis set) of one molecule with the formula C4H4.

The SMILES is C#CC=C. The energy above the lowest of the compared OMol25 structures with the same formula, charge and spin is 0.008 eV. The calculation puts the gap between HOMO and LUMO at 10.3 eV. The calculation puts the HOMO energy at -9.34 eV. As for the total charge: 0.

Each line ends with the natural charge from an NBO analysis.
Atoms and positions in Å:
C 1.429 -0.342 0.004  -0.330
C -0.959 0.187 -0.015  -0.051
C -2.127 -0.120 0.001  -0.212
C 0.433 0.555 0.003  -0.274
H -3.139 -0.471 0.025  0.237
H 0.647 1.614 0.002  0.225
H 1.248 -1.409 -0.015  0.203
H 2.468 -0.015 -0.005  0.202

Entry 5:
The following is a DFT calculation (ωB97M-V with the def2-TZVPD basis set) of a 15-piece molecular cluster, C4H40NO15S overall.

Its spin multiplicity is 2. The energy above the lowest of the compared OMol25 structures with the same formula, charge and spin is 4.036 eV. The calculation puts the gap between HOMO and LUMO (spin up / spin down) at 9.5 / 4.7 eV. The calculation puts the HOMO energy (spin up / spin down) at -15.87 / -15.86 eV. As for the total charge: +2.

Each line ends with the Mulliken spin population.
Atoms and positions in Å:
S 0.619 -2.140 3.291  0.927
O 1.777 3.077 0.117  -0.001
O -1.275 -1.355 -0.902  0.010
O -3.685 2.646 2.168  0.000
O 3.675 -2.603 0.564  0.000
O 1.432 -4.190 -1.316  0.000
O 2.782 -1.098 -1.698  0.000
O -0.624 -0.814 -4.299  0.000
O 0.495 1.160 -2.790  0.000
O -0.740 -3.162 -2.539  0.000
O -2.585 1.736 -2.286  0.000
O 3.060 2.917 -2.372  0.000
O -3.066 -2.633 2.064  0.000
O 3.984 2.144 1.246  0.001
O -3.546 -0.201 2.950  0.002
O -1.473 3.475 -0.034  0.000
N -0.436 1.042 -0.175  0.005
C 0.926 -0.401 3.228  -0.017
C -1.221 -1.320 0.456  -0.007
C 0.006 0.357 2.151  0.126
C -0.189 -0.145 0.739  -0.071
H 3.225 2.024 0.674  0.000
H -3.968 2.497 3.044  0.000
H -3.073 2.097 -1.636  0.000
H -1.438 -1.306 -4.178  0.000
H 4.212 -3.473 0.198  0.000
H 0.252 -2.273 4.651  -0.011
H -2.244 -0.812 0.643  -0.005
H 0.650 0.181 4.158  -0.013
H 3.488 -1.320 -1.012  0.000
H -3.417 0.532 3.439  -0.001
H -0.813 4.183 0.220  0.000
H 4.129 3.050 1.446  0.000
H 4.124 -1.886 0.119  0.000
H 0.366 1.410 2.131  -0.001
H 2.740 -1.482 -2.541  0.000
H -1.340 -2.387 0.881  -0.003
H -1.179 0.300 2.512  -0.022
H 1.359 3.895 0.314  0.000
H 2.030 -0.197 3.084  0.067
H -2.660 2.400 -3.065  0.000
H -0.701 0.658 -1.095  0.000
H 0.040 -1.530 -4.159  0.000
H -2.137 3.542 0.672  0.000
H 0.371 1.554 -0.325  -0.003
H 0.542 -3.903 -0.988  0.000
H -3.361 -1.094 3.252  0.000
H 2.434 2.102 -2.182  0.000
H 2.151 -4.052 -0.574  0.000
H 0.807 1.852 -3.334  0.000
H -1.169 -3.802 -1.839  0.000
H -3.455 -2.248 1.342  0.001
H 0.941 -0.298 0.344  0.010
H 0.167 -3.616 -2.763  0.000
H 0.070 0.447 -3.402  0.000
H -0.445 -1.651 -1.337  0.002
H -1.211 1.676 0.225  0.001
H -3.858 2.042 1.493  0.000
H 3.789 2.388 -2.732  0.000
H 2.236 3.218 -0.733  0.000
H -3.571 -3.209 2.491  0.001

Entry 6:
The following is a DFT calculation (ωB97M-V with the def2-TZVPD basis set) of a 16-piece molecular cluster, C4H40O15S2 overall.

The energy above the lowest of the compared OMol25 structures with the same formula, charge and spin is 5.614 eV. The calculation puts the gap between HOMO and LUMO at 8.1 eV. The calculation puts the HOMO energy at -8.23 eV. As for the total charge: 0.

Each line ends with the natural charge from an NBO analysis.
Atoms and positions in Å:
S -2.070 -4.688 0.275  -0.572
S -1.408 -2.789 0.501  0.620
O 3.643 3.230 -0.906  -0.982
O -1.953 1.066 2.927  -0.934
O 3.439 -1.354 3.218  -0.950
O 2.722 2.340 1.649  -0.945
O 0.193 1.113 -3.418  -0.956
O -2.738 -3.720 -3.074  -0.971
O -2.995 -1.171 -3.843  -0.986
O -0.612 3.903 2.547  -0.958
O -4.209 2.165 2.913  -0.940
O 3.215 -1.453 -3.024  -0.919
O -1.992 3.435 -0.910  -0.926
O 0.706 3.419 0.147  -0.925
O 0.035 -1.351 3.948  -0.962
O 2.215 -0.012 1.200  -0.976
O 2.212 0.988 -1.321  -1.007
C 0.386 -2.870 -0.031  -0.523
C -2.152 -1.577 -0.742  -0.564
C 0.850 -3.783 -1.159  -0.661
C -2.294 -0.119 -0.145  -0.631
H -2.396 0.582 -0.922  0.235
H -0.720 -1.655 4.419  0.472
H 0.533 1.837 -2.924  0.481
H 2.040 0.371 -0.577  0.505
H 3.273 2.460 -1.322  0.508
H 0.768 -3.560 -2.273  0.218
H 0.270 3.818 2.988  0.451
H -0.248 3.593 1.685  0.478
H -0.378 -0.729 3.294  0.486
H -1.920 -4.264 -2.832  0.496
H -3.850 1.419 2.386  0.476
H -2.916 3.371 -0.881  0.456
H -1.743 2.995 -0.012  0.472
H -3.531 -1.043 -3.065  0.453
H -3.293 -0.007 0.509  0.211
H -1.276 1.439 2.676  0.460
H -1.287 0.371 0.373  0.216
H 3.787 -2.059 2.797  0.469
H 1.602 3.056 0.216  0.497
H -0.463 1.377 -3.984  0.476
H -2.609 -2.143 -3.845  0.512
H 0.890 4.211 0.098  0.444
H 1.915 0.493 -2.058  0.496
H 2.687 3.304 1.886  0.485
H 3.327 -2.098 -2.312  0.456
H 1.017 -3.320 0.796  0.251
H -2.344 1.239 3.681  0.484
H 2.549 -1.446 3.465  0.502
H 4.523 3.210 -0.995  0.460
H 3.538 2.270 1.288  0.486
H 2.090 0.817 1.442  0.473
H -4.518 2.717 2.275  0.458
H 0.501 -1.920 -0.429  0.230
H -3.288 -1.798 -0.925  0.237
H 2.940 -0.326 1.714  0.490
H 0.266 -4.728 -1.218  0.253
H 1.911 -3.693 -0.940  0.211
H 4.195 -1.433 -3.192  0.465
H -3.364 -3.854 -2.327  0.500
H -1.674 -1.647 -1.706  0.257

Entry 7:
The following is a DFT calculation (ωB97M-V with the def2-TZVPD basis set) of a 16-piece molecular cluster, C4H42NO16 overall.

The energy above the lowest of the compared OMol25 structures with the same formula, charge and spin is 2.377 eV. The calculation puts the gap between HOMO and LUMO at 11.0 eV. The calculation puts the HOMO energy at -13.18 eV. As for the total charge: +1.

Each line ends with the natural charge from an NBO analysis.
Atoms and positions in Å:
O -2.115 2.762 -2.059  -0.985
O 3.548 0.546 2.353  -0.969
O 2.203 -0.435 -4.862  -0.974
O 0.501 -2.887 1.555  -0.735
O 2.991 -0.832 -0.471  -1.017
O 4.402 0.836 -2.738  -0.971
O -2.473 3.541 0.893  -0.964
O -2.647 -1.594 -0.112  -1.019
O 0.516 3.809 -1.753  -0.987
O -0.333 -3.978 -2.013  -0.977
O 3.057 2.837 -1.307  -0.976
O -4.695 -1.657 1.652  -0.954
O -0.391 -1.218 -2.284  -1.023
O -2.659 0.138 -2.335  -1.002
O -2.918 1.369 2.650  -1.005
O 1.439 0.645 -2.093  -1.028
N -0.787 -0.577 2.083  -0.537
C 0.168 -0.078 1.023  -0.443
C -0.901 -1.312 4.427  -0.635
C 0.006 -1.117 3.234  -0.070
C 0.828 -2.374 2.833  -0.080
H 3.665 0.149 1.474  0.493
H 0.563 -3.094 3.584  0.181
H -2.649 -1.180 -0.988  0.511
H -0.897 -4.613 -2.451  0.500
H 2.353 -0.252 -0.952  0.498
H -1.391 -0.442 4.844  0.233
H 3.464 3.270 -0.552  0.482
H 0.738 -0.362 3.533  0.223
H -1.261 -1.332 1.567  0.483
H 4.610 1.757 -2.916  0.492
H -1.236 -0.844 -2.599  0.500
H 0.841 0.643 1.478  0.222
H -1.577 3.690 1.226  0.487
H -1.382 3.189 -2.509  0.512
H -4.280 -0.840 1.960  0.480
H -2.391 1.034 -2.024  0.526
H 0.736 -0.886 0.597  0.259
H -5.336 -1.824 2.354  0.476
H -3.360 1.929 3.287  0.503
H 1.883 -2.116 2.885  0.204
H -0.286 -3.994 -1.057  0.501
H 1.110 4.561 -1.848  0.474
H 1.150 3.074 -1.833  0.508
H -0.411 0.281 0.173  0.238
H 0.748 -0.030 -2.284  0.518
H 4.752 0.301 -3.455  0.480
H 4.459 0.559 2.667  0.473
H -0.350 -1.798 5.233  0.237
H 3.649 -1.003 -1.154  0.484
H -1.358 0.230 2.327  0.462
H 2.953 1.904 -1.076  0.500
H -2.407 3.369 -1.377  0.498
H -0.352 -2.183 -2.396  0.516
H 1.322 -3.180 1.152  0.496
H 2.523 -1.247 -5.254  0.490
H 1.928 0.791 -2.913  0.507
H -2.892 4.388 1.090  0.490
H 1.418 -0.063 -5.260  0.487
H -2.762 1.766 1.783  0.514
H -3.394 -2.173 0.053  0.504
H -3.019 0.256 -3.220  0.493
H -1.615 -2.108 4.176  0.218

Entry 8:
The following is a DFT calculation (ωB97M-V with the def2-TZVPD basis set) of C4H4BeO2 as an isolated structure.

The energy above the lowest of the compared OMol25 structures with the same formula, charge and spin is 3.499 eV. The calculation puts the gap between HOMO and LUMO (spin up / spin down) at 5.4 / 5.1 eV. The calculation puts the HOMO energy (spin up / spin down) at -18.84 / -18.37 eV. As for the total charge: +2.

Each line ends with the natural charge from an NBO analysis.
Atoms and positions in Å:
O 1.002 -1.515 -1.631  -0.870
O -2.900 0.333 -0.490  -0.544
C -1.908 -0.144 0.140  0.625
C 0.750 -2.352 -0.482  -0.040
C 0.530 -0.908 -0.362  0.035
C -0.780 -0.313 -0.381  -0.355
Be 0.345 -1.339 -2.849  1.739
H -0.116 -3.007 -0.586  0.258
H 1.330 -0.318 0.089  0.298
H -2.285 0.417 -1.486  0.564
H 1.656 -2.789 -0.063  0.290

| no. | F_max (eV/A) |
| --- | --- |
| 1 | 12.31 |
| 2 | 2.20 |
| 3 | 5.77 |
| 4 | 0.68 |
| 5 | 5.97 |
| 6 | 13.25 |
| 7 | 2.78 |
| 8 | 5.89 |